# 1
Computed, not measured: a molecular structure, C33H57BrN2O2SiW in a non-equilibrium geometry, with wB97M-V/def2-TZVPD.

The calculation puts the strongest force on any atom at 0.107 Eh/bohr. Its energy is -121925.1823 eV. As for the charge: +4.

XYZ file:
```
97
C33H57BrN2O2SiW, DFT wB97M-V/def2-TZVPD
H -2.428 -0.560 -3.680
H 1.300 -0.049 0.031
H 4.248 -3.313 0.167
H -2.801 -1.930 0.975
H -0.772 -0.918 5.617
H -0.413 5.985 1.166
H -0.016 0.471 -0.958
W -0.270 1.059 1.593
H 0.974 3.406 -2.896
C 0.781 -1.840 3.511
H 2.762 -2.523 0.671
C -2.400 1.503 4.082
H 4.089 1.243 -0.591
H 2.565 4.224 -1.085
C -1.544 4.725 -0.853
H 1.778 0.120 -5.115
C 3.446 1.098 -1.466
C 1.255 -3.144 3.343
H 2.939 -0.369 -3.789
H 0.841 -3.668 -0.451
H -1.404 5.173 2.388
H 2.111 -1.378 5.123
C 3.182 -3.227 -0.052
H 0.327 -3.630 -3.484
Br 1.484 2.297 2.804
H 2.439 -0.459 3.664
C -0.383 -0.700 -4.129
C 0.999 2.312 -2.825
H 1.448 -4.700 -2.619
H 2.247 -3.400 3.711
H -4.358 3.255 3.696
C -1.789 -0.678 5.251
H 2.755 3.444 0.522
H -0.040 1.971 -2.902
H 3.936 1.583 -2.315
H 3.115 -2.017 -5.882
C 0.472 -4.121 2.734
C -1.730 0.283 4.086
C -2.130 3.932 -1.848
H -3.025 2.020 -2.348
Si 1.819 1.949 -1.187
H -0.328 -2.589 -1.256
N -0.957 -0.134 3.037
C -2.640 0.690 0.131
C -2.386 2.096 -0.291
H -1.443 -4.578 1.861
C -1.395 4.228 0.447
H -3.242 4.434 2.913
C -1.496 -0.713 -3.133
H 2.561 -2.761 -4.394
H -0.295 -4.884 -2.403
H -4.206 3.284 1.905
H 3.237 -3.564 -2.173
C -1.318 -2.507 2.445
C -2.558 2.634 -1.573
H 3.381 0.024 -1.676
C 0.646 0.842 -0.153
H -2.321 -1.617 4.996
C 3.007 -2.752 -1.470
H -1.409 0.101 -2.421
H -3.173 -1.415 2.639
N -1.695 2.320 2.003
H -2.854 0.065 -0.749
C -2.584 2.375 3.000
H -2.335 -0.220 6.093
H -1.206 5.735 -1.087
C 1.624 -0.870 4.275
H -2.246 4.349 -2.851
C -0.472 -1.508 2.965
H -0.528 -1.455 -4.920
H 3.671 -1.902 -1.699
C -0.821 -3.807 2.305
H 1.404 -2.255 -5.718
O 0.970 -0.910 -3.499
C 0.508 -4.149 -2.537
H 1.264 -1.727 -2.873
C -1.851 2.930 0.702
H 1.151 4.014 -0.017
H -1.624 -1.648 -2.582
C 2.094 3.565 -0.341
H -0.275 0.266 -4.619
O 1.637 -2.201 -1.707
H -2.950 1.743 4.998
C -0.735 5.003 1.534
H -1.777 0.131 0.678
C 2.127 -0.691 -4.466
C -2.725 -2.215 2.036
H 1.053 -0.034 4.691
C 0.585 -3.180 -1.399
C -3.656 3.408 2.858
H -3.483 0.662 0.841
C 2.310 -2.005 -5.146
H 0.150 4.489 1.939
H 2.745 -4.217 0.106
H -3.358 -3.109 2.156
H 0.851 -5.138 2.633
H 1.556 1.940 -3.694
```

---

# 2
Computed, not measured: a molecular structure, C33H57ClN2O2SiYb in a non-equilibrium geometry, with wB97M-V/def2-TZVPD.

The value obtained for the energy above the lowest of the compared OMol25 structures with the same formula, charge and spin is 0.0 kJ/mol. The calculation puts the strongest force on any atom at 0.055 Eh/bohr. Its energy is -94147.7914 eV. The multiplicity is 2. As for the charge: +1.

XYZ file:
```
97
C33H57ClN2O2SiYb, DFT wB97M-V/def2-TZVPD
H -0.340 -0.726 -2.085
H -2.027 -3.752 0.724
H -1.844 -4.260 2.419
C 3.925 -0.904 2.574
C -3.655 1.953 0.343
C -0.345 -1.134 0.438
H -1.891 -0.608 -2.931
H -1.075 -2.377 -4.551
O 0.738 -3.082 -0.975
H -0.129 -4.524 -3.125
C -1.984 -3.389 1.760
H 1.860 -2.493 2.433
H 1.113 -3.964 1.760
H 1.719 0.732 5.438
H -2.953 -2.928 1.998
H -1.072 5.667 -0.903
H -4.596 2.526 0.368
H -3.097 -3.592 -1.541
C 3.147 1.517 -0.259
C 2.704 4.225 2.452
H -3.074 2.258 1.230
C -0.971 2.877 -2.258
C 2.356 1.359 2.137
H 0.576 -0.534 0.356
H -3.966 -0.825 -2.522
H 0.878 3.171 -3.284
C 3.194 -0.353 3.632
C 2.640 -1.953 -1.920
H 0.490 -2.419 -3.695
C -2.951 2.184 -0.962
H 0.623 1.634 4.351
N 1.342 2.286 1.820
H 2.642 -3.919 -1.062
O -1.525 -2.392 -1.887
C -0.997 -1.023 3.471
H 2.655 5.304 2.283
H -0.749 -4.488 -0.730
H -0.105 -0.521 3.883
H 2.311 1.162 -0.887
N -0.905 2.922 0.179
H -3.564 2.075 -4.315
H -1.361 6.159 0.779
H -0.067 -2.108 -0.510
C 1.683 1.419 4.581
H -2.499 5.058 -0.028
H 4.536 -0.686 0.501
H -3.138 -2.065 -0.635
H 0.524 5.510 1.767
C -1.439 5.324 0.075
C 0.510 -5.035 -2.399
Si -0.600 -2.153 2.016
C -1.614 2.660 -1.014
C -3.632 1.972 -2.160
C 2.426 0.793 3.439
H 4.075 1.294 -0.804
H -1.223 -0.626 0.002
Yb -0.617 1.072 1.608
C -3.865 -1.910 -2.658
C 3.166 0.851 1.086
H -3.557 -2.142 -3.683
H 3.609 3.841 1.962
H 1.072 2.926 -1.538
C -0.379 -1.798 -3.938
H -0.014 -0.949 -4.525
H 2.144 2.368 4.902
C -1.059 -1.292 -2.698
C 3.929 -0.286 1.319
C -2.929 -2.507 -1.630
H 2.476 -2.344 -2.931
H 0.474 4.479 -2.164
H 3.214 -0.809 4.627
H 4.510 -1.810 2.736
H 0.883 -5.032 -0.275
C 0.303 -4.471 -1.022
H 3.066 2.611 -0.177
C 0.957 -3.118 2.443
H 3.714 -1.777 -1.820
H -1.404 -1.631 4.292
C -0.622 4.163 0.586
H 0.859 -3.533 3.458
H 1.559 -4.964 -2.716
H -1.767 -0.247 3.282
C -1.684 2.660 -3.432
H 0.240 -6.094 -2.391
C 0.430 4.471 1.465
H -3.941 0.895 0.465
Cl -1.728 2.306 3.464
H -1.194 2.855 -4.389
H 2.119 -0.994 -1.829
H -4.861 -2.335 -2.501
C 1.456 3.606 1.883
H -4.674 1.642 -2.126
H 2.431 -2.628 0.137
H 2.791 4.045 3.532
C 2.186 -2.937 -0.886
C -3.009 2.222 -3.386
C 0.435 3.388 -2.304
```

---

# 3
Computed, not measured: 9 unconnected molecules or ions with the total composition C33H57N3O21 in a non-equilibrium geometry, with wB97M-V/def2-TZVPD.

The value obtained for the energy above the lowest of the compared OMol25 structures with the same formula, charge and spin is 357.4 kJ/mol. The calculation puts the strongest force on any atom at 0.137 Eh/bohr. Its energy is -82608.0245 eV. As for the charge: 0.

XYZ file:
```
114
C33H57N3O21, DFT wB97M-V/def2-TZVPD
C 1.438 5.638 9.762
H 1.376 0.863 -2.503
O 6.196 -2.894 2.202
C 6.345 -3.297 3.409
H -6.349 -0.086 7.934
H -4.985 -3.776 0.124
C -4.231 -0.088 8.057
H -6.162 3.744 -1.772
H 5.426 -4.861 -8.465
H 0.557 -1.805 -1.297
O 5.392 8.603 -1.557
C 6.098 -3.734 -10.294
H 0.457 -0.430 0.129
C 0.128 6.697 8.178
H 5.959 -4.753 -12.197
H 0.358 1.342 -0.019
C -1.713 -9.254 -4.063
H 7.225 -4.673 -8.543
H 6.310 10.777 -3.873
H 8.304 -1.000 4.755
H -4.132 -2.142 9.228
N -7.954 4.375 -2.844
H 5.402 11.081 -2.593
H -9.924 5.130 -3.388
H 1.262 5.527 6.714
H -1.063 8.457 8.643
O 2.740 -3.319 -10.706
O 2.008 5.537 8.637
H -0.094 8.658 7.235
C -5.508 0.358 7.400
H 0.711 -8.588 -2.774
O -1.976 -9.164 -2.856
H 1.628 -9.044 -4.146
C 1.453 6.210 7.542
O -9.510 -3.709 3.241
H 8.711 -1.579 3.139
C 6.873 -2.925 5.669
N 7.113 -2.654 4.228
H 7.197 7.852 -3.703
O -1.912 -0.278 -3.879
C 6.258 -4.240 -8.798
C -7.109 -3.566 0.925
C -7.628 -4.987 0.652
O -0.536 0.351 -2.182
O 5.956 6.699 -2.489
O -8.787 -5.059 1.511
H -7.865 -5.177 -0.395
H -5.491 -0.065 6.396
O 1.736 5.129 10.795
H -6.438 4.214 -4.201
C 5.610 7.336 -1.319
O -3.189 0.211 7.187
C 5.379 8.896 -2.907
H -4.117 0.456 8.995
C -7.515 4.431 -4.141
O -1.035 -0.252 6.941
O 4.845 -2.995 -10.332
O 5.382 6.810 -0.269
C 6.118 10.320 -2.903
C 0.878 -1.278 -2.195
H 5.963 -4.241 3.827
H -5.280 -2.385 1.077
H 7.847 -3.046 6.143
H 7.018 -3.231 -10.593
H -0.087 -8.154 -6.423
H -9.117 5.546 -1.880
C 5.667 -4.957 -11.167
H 4.332 8.945 -3.206
C -0.962 -0.444 -3.084
C 7.892 -1.428 3.841
H -5.271 -3.932 1.897
O -8.233 4.818 -5.053
H -6.908 -5.727 1.001
C 6.137 7.650 -3.553
H -7.352 4.562 -0.875
H -7.568 2.835 -1.380
C -4.037 -1.646 8.262
C -0.119 8.146 8.197
O -7.611 -3.440 2.251
H 6.862 10.591 -2.154
H 0.877 -7.459 -4.195
H 1.876 -1.322 -2.631
H -4.776 -2.214 7.697
H 2.033 7.056 7.172
H 0.424 -9.789 -6.384
C -5.571 -3.431 0.976
H -0.703 6.236 7.644
H 0.495 8.518 9.017
C -7.244 3.833 -1.677
C -2.159 -0.576 7.379
H -7.575 -2.779 0.331
C -9.369 4.719 -2.544
H -2.350 -9.690 -4.848
H -9.960 3.902 -2.131
C 0.737 -8.486 -3.859
C 0.826 0.440 -0.414
N -0.443 -9.035 -4.574
C -0.362 -9.128 -6.019
H 7.197 -0.687 3.445
O -2.627 -1.820 7.828
O -0.171 -1.430 -3.192
H 5.522 7.384 -4.413
C 0.782 0.187 -1.888
H -5.603 1.439 7.508
H 1.880 0.600 -0.184
H 6.162 -5.821 -10.723
H 6.351 -2.060 6.078
H 6.138 -3.362 -8.164
H -1.232 -9.570 -6.505
C 3.872 -3.703 -10.701
C -8.701 -4.099 2.394
O 0.327 6.371 9.564
O 4.263 -4.905 -11.089
H 6.303 -3.812 5.947
```

---

# 4
Computed, not measured: a molecular structure, C33H57NP2Tc in a non-equilibrium geometry, with wB97M-V/def2-TZVPD.

The calculation puts the strongest force on any atom at 0.189 Eh/bohr. Its energy is -57389.9957 eV. The multiplicity is 4. As for the charge: +2.

XYZ file:
```
94
C33H57NP2Tc, DFT wB97M-V/def2-TZVPD
C 3.863 1.552 0.530
C -1.023 -0.606 5.458
H -2.262 0.658 -5.018
C -1.208 0.361 -4.911
C 1.460 0.390 -2.953
C 1.261 -1.259 -4.898
H 3.826 0.951 -0.389
H 0.247 2.003 5.493
C -0.437 1.561 -4.273
C -0.790 1.839 5.845
H 4.028 -1.205 3.758
H 0.856 -3.015 1.270
H 2.091 0.760 -4.995
C -2.792 0.503 -1.013
C 1.300 -2.235 0.633
H -1.469 2.028 5.001
H 1.763 4.629 0.058
H -0.888 3.044 0.305
H -3.694 -2.788 -0.424
C -3.504 1.001 -2.216
H 2.275 2.330 3.211
H -2.625 3.342 0.100
C 0.010 -4.096 -1.223
H -4.423 1.542 -1.937
P 2.220 2.347 0.777
C 0.244 1.260 -2.954
H -2.121 -1.488 -4.121
H 0.945 -1.024 -5.923
H 2.358 -2.066 0.885
H 3.075 -0.390 -4.130
N -1.004 0.521 6.365
H 4.100 0.888 1.372
H -0.129 0.032 2.877
H 0.912 -2.026 6.648
C -2.118 -1.992 1.678
H 4.641 2.322 0.432
H 0.503 0.238 7.836
H -0.994 2.558 6.652
H 2.977 -2.657 -2.678
H -0.401 1.817 2.052
H -1.747 1.131 3.019
H 2.284 3.595 -1.301
H 3.505 4.219 -0.140
H -1.033 -0.645 8.083
C 2.502 3.082 2.444
H 2.229 0.656 -2.230
H -3.128 -2.267 -2.033
H 1.961 -2.102 -5.004
H -1.820 -2.906 1.143
H 2.338 -0.142 2.281
C 2.031 -0.550 3.246
H 3.558 -2.821 -0.990
H -3.796 0.174 -2.872
H -2.885 1.699 -2.793
H 0.260 2.092 -2.247
H -0.993 -3.696 -1.452
C 1.255 -1.605 5.702
H -0.955 1.137 8.332
H 1.825 3.936 2.578
H -1.392 -1.807 2.478
C -3.622 -1.934 -1.106
H -1.391 -1.465 6.041
C 2.591 -1.703 5.304
H 3.313 -2.198 5.953
C -2.041 1.294 -0.114
C -1.022 0.931 2.218
Tc -0.154 -0.571 -2.517
C 2.475 3.852 -0.250
C -1.669 0.475 1.004
H 3.544 3.412 2.552
H -0.837 0.185 -5.932
C 0.074 -1.712 -4.061
H -0.034 -2.796 -4.057
H 2.832 -4.255 -1.848
C -1.186 -0.919 -4.098
P 1.156 -2.687 -1.115
H 0.746 -1.293 0.775
H -1.732 -0.372 4.648
C 0.699 -0.477 3.628
H 0.286 1.967 -4.998
C -2.889 -0.811 -0.472
H -4.645 -1.629 -1.373
H -1.614 3.008 -1.316
C 2.986 -1.157 4.080
C -0.596 0.296 7.722
H 0.331 -4.748 -2.050
H -1.164 2.368 -4.093
C 2.031 -0.074 -4.282
H -3.094 -2.192 2.150
C -1.775 2.743 -0.263
H -0.002 -4.631 -0.261
C 2.800 -3.161 -1.714
C 0.336 -0.923 4.883
C -2.199 -0.832 0.760
```